# C8H12N2O

2 unconnected molecules or ions with the total composition C8H12N2O at a distorted geometry (wB97M-V/def2-TZVPD, OMol25).

The calculation puts the HOMO energy at -8.77 eV. The value obtained for the largest force on an atom is 7.5 eV/A. Its total charge is 0. As for the spin multiplicity: 1. The calculation puts the orbital gap at 9.176 eV. As for the energy above the lowest of the compared OMol25 structures with the same formula, charge and spin: 586.5 kJ/mol. As for the energy: -13512.336 eV. Its SMILES is CNC(C)=O.c1ccncc1.

XYZ file:
```
23
Properties=species:S:1:pos:R:3:forces:R:3
C -1.9471 -0.8775 1.2312 -0.05 -0.86 -0.73
C -2.0153 -0.0478 -0.0290 -0.72 -0.35 0.16
C -0.7321 1.1175 -1.7035 -4.29 0.81 -2.94
C 1.1201 0.4247 -1.0314 7.40 -0.77 0.79
C 1.6248 -0.8701 -0.7462 1.19 2.02 0.90
C 2.0098 -1.1964 0.5782 1.57 -0.55 -1.47
C 1.7967 -0.2596 1.5378 -1.76 0.59 1.48
C 1.0500 0.8863 1.1896 1.63 0.59 -1.13
H -0.9426 -0.9849 1.6400 -0.08 0.21 0.07
H -2.2799 -1.8958 0.9436 -0.03 0.50 0.35
H -2.6382 -0.4414 1.9316 -0.20 -0.06 0.40
H -0.0217 -0.1459 -0.1782 -2.27 -1.76 0.94
H -1.7646 1.5509 -1.7217 0.66 -0.39 -0.61
H -0.0246 1.9608 -1.5530 -1.61 -0.43 -0.59
H -0.5035 0.5057 -2.6664 -1.15 1.38 1.20
H 0.9898 0.7807 -2.0308 1.51 -0.76 0.16
H 1.9411 -1.4937 -1.5280 0.07 -0.75 -1.06
H 2.7341 -2.0363 0.7611 -1.33 0.54 -0.19
H 1.9921 -0.4382 2.6083 0.11 0.12 -0.71
H 0.7156 1.5784 1.8985 -0.23 0.76 1.39
N -0.8318 0.2217 -0.5783 -4.85 -1.10 -0.92
N 0.7899 1.3183 -0.0522 5.33 0.11 2.30
O -3.0626 0.3426 -0.5013 -0.89 0.14 0.20
```
Positions in Å, forces in eV/Å.